Record 1
Density functional theory data (wB97M-V/def2-TZVPD) for a single C24H27F3N2O2 molecule.

Values from the calculation:
M: 432.5 g mol⁻¹
largest force on an atom: 0.0146 hartree/bohr
LUMO level: 0.01449 Ha
charge: 0
gap between HOMO and LUMO: 9.121 eV
SMILES: O=C(NCCc1ccc(C(F)(F)F)cc1)[C@@H]1CCC(=O)N(CCCc2ccccc2)C1

Positions of all 58 atoms, in Å:
O  -0.306  0.538  0.001
C  -0.142  0.039  -1.090
N  0.644  -1.046  -1.287
C  1.303  -1.724  -0.197
C  0.521  -2.968  0.261
C  1.187  -3.585  1.454
C  0.987  -3.044  2.719
C  1.618  -3.581  3.825
C  2.467  -4.669  3.667
C  3.126  -5.277  4.870
F  2.345  -6.208  5.458
F  4.281  -5.895  4.579
F  3.406  -4.375  5.824
C  2.676  -5.221  2.411
C  2.039  -4.673  1.312
C  -0.754  0.586  -2.379
C  0.332  1.285  -3.226
C  0.078  2.790  -3.316
C  -1.318  3.038  -3.848
O  -1.559  3.723  -4.823
N  -2.264  2.377  -3.146
C  -3.659  2.485  -3.506
C  -4.510  3.207  -2.459
C  -4.171  4.695  -2.323
C  -2.819  4.956  -1.717
C  -1.860  5.684  -2.409
C  -0.620  5.932  -1.847
C  -0.320  5.456  -0.582
C  -1.273  4.740  0.123
C  -2.514  4.499  -0.440
C  -1.881  1.565  -2.019
H  0.697  -1.462  -2.203
H  1.364  -1.010  0.627
H  2.314  -2.008  -0.503
H  -0.492  -2.655  0.519
H  0.467  -3.686  -0.559
H  0.328  -2.198  2.838
H  1.460  -3.159  4.806
H  3.335  -6.068  2.297
H  2.203  -5.103  0.336
H  -1.172  -0.253  -2.945
H  1.321  1.112  -2.794
H  0.334  0.873  -4.237
H  0.169  3.248  -2.329
H  0.796  3.261  -3.986
H  -3.689  3.033  -4.451
H  -4.064  1.478  -3.668
H  -4.398  2.713  -1.492
H  -5.555  3.113  -2.761
H  -4.933  5.162  -1.692
H  -4.219  5.161  -3.309
H  -2.080  6.049  -3.401
H  0.115  6.496  -2.402
H  0.649  5.645  -0.145
H  -1.050  4.368  1.112
H  -3.256  3.953  0.127
H  -2.753  1.004  -1.680
H  -1.541  2.189  -1.184

Cartesian forces (eV/Å) of the 3 atoms listed first:
-0.1 0.2 0.5
-0.2 -0.1 -0.7
0.2 -0.3 -0.1

Löwdin atomic charge list, values in e, 6 entries:
1 O 0.079
2 C -0.470
3 N 0.059
4 C -0.166
5 C -0.132
6 C -0.232

***

Record 2
Density functional theory data (wB97M-V/def2-TZVPD) for C24H27F9N2O5 as an isolated structure.

Values from the calculation:
M: 594.5 g mol⁻¹
largest force on an atom: 0.3087 hartree/bohr
LUMO level: -0.06033 Ha
charge: 0
gap between HOMO and LUMO: 6.224 eV

Positions of all 67 atoms, in Å:
C  5.200  -2.775  2.486
C  3.977  -3.268  1.541
O  3.312  -2.190  0.799
C  2.635  -1.346  1.772
C  1.572  -0.362  1.063
C  1.964  0.972  0.592
C  0.810  1.934  -0.074
O  1.021  2.609  -1.151
C  -0.623  1.896  0.736
C  -1.485  3.229  0.980
F  -1.082  4.279  0.030
F  -2.929  3.058  0.729
C  -1.341  3.896  2.450
F  -2.198  3.263  3.465
F  -1.899  5.253  2.317
C  0.179  4.106  2.969
F  0.168  5.368  3.727
F  1.141  4.344  1.888
C  0.726  2.985  3.997
F  2.185  2.828  3.954
F  0.444  3.408  5.370
F  0.183  1.665  3.821
C  -1.023  0.549  1.161
C  -2.394  0.289  1.972
O  -2.630  -1.150  2.277
C  -4.067  -1.300  2.258
C  -5.060  -0.709  3.390
O  -4.579  -1.929  1.254
C  -0.018  -0.714  0.844
O  -0.411  -1.857  0.424
H  4.885  -2.797  3.615
H  5.553  -1.688  2.244
H  6.089  -3.490  2.316
H  4.421  -3.980  0.728
H  3.134  -3.817  2.136
H  3.444  -0.651  2.262
H  2.183  -1.947  2.674
H  3.055  1.361  0.718
H  -2.461  0.828  2.998
H  -3.277  0.586  1.258
H  -4.718  -0.887  4.477
H  -6.073  -1.285  3.259
H  -5.300  0.423  3.237
C  2.851  0.443  -5.443
C  3.705  1.707  -5.439
C  4.346  1.987  -4.078
C  3.270  2.176  -3.035
N  2.402  2.328  -2.194
H  2.007  0.524  -4.752
H  2.438  0.268  -6.440
H  3.445  -0.432  -5.161
H  3.082  2.557  -5.738
H  4.494  1.606  -6.191
H  4.957  2.893  -4.130
H  4.994  1.158  -3.780
C  -3.455  -2.613  -1.518
C  -4.631  -3.057  -2.383
C  -4.215  -3.999  -3.515
C  -3.234  -3.304  -4.426
N  -2.449  -2.748  -5.154
H  -2.721  -2.044  -2.096
H  -3.803  -1.967  -0.708
H  -2.949  -3.476  -1.072
H  -5.119  -2.169  -2.799
H  -5.367  -3.562  -1.749
H  -5.093  -4.298  -4.096
H  -3.751  -4.904  -3.111

Cartesian forces (eV/Å) of the 3 atoms listed first:
-0.3 0.1 0.4
0.4 -0.5 -0.5
-0.4 -0.2 2.2

Löwdin atomic charge list, values in e, 6 entries:
1 C -0.107
2 C -0.248
3 O -0.194
4 C -0.181
5 C -0.040
6 C 0.078

***

Record 3
Density functional theory data (wB97M-V/def2-TZVPD) for a single C24H27FO4 molecule.

Values from the calculation:
M: 398.5 g mol⁻¹
largest force on an atom: 0.0072 hartree/bohr
LUMO level: -0.02540 Ha
charge: 0
gap between HOMO and LUMO: 8.556 eV
SMILES: COCCCc1cc(C)c2c(c1CCO)C(=O)c1c(CCCF)cccc1C2=O

Positions of all 56 atoms, in Å:
C  3.226  -3.867  -0.443
O  2.129  -4.172  -1.266
C  1.004  -3.361  -0.981
C  -0.040  -3.663  -2.037
C  -1.446  -3.061  -1.764
C  -1.501  -2.068  -0.633
C  -1.950  -2.505  0.604
C  -1.925  -1.712  1.747
C  -2.423  -2.275  3.047
C  -1.412  -0.424  1.609
C  -1.010  0.055  0.349
C  -1.045  -0.754  -0.791
C  -0.568  -0.313  -2.150
C  -1.694  0.051  -3.133
O  -1.934  1.445  -3.196
C  -0.565  1.482  0.304
O  -0.902  2.236  -0.582
C  0.292  1.907  1.444
C  1.387  2.752  1.298
C  1.765  3.381  -0.011
C  0.909  4.598  -0.408
C  0.612  4.604  -1.890
F  -0.240  5.656  -2.205
C  2.153  3.006  2.431
C  1.812  2.495  3.675
C  0.684  1.700  3.818
C  -0.055  1.390  2.689
C  -1.243  0.491  2.773
O  -1.981  0.500  3.735
H  4.014  -4.584  -0.657
H  2.963  -3.929  0.618
H  3.606  -2.859  -0.640
H  1.302  -2.306  -1.014
H  0.638  -3.593  0.024
H  0.338  -3.309  -2.994
H  -0.118  -4.747  -2.099
H  -1.803  -2.598  -2.683
H  -2.122  -3.881  -1.535
H  -2.305  -3.524  0.696
H  -3.469  -2.003  3.192
H  -2.348  -3.360  3.043
H  -1.885  -1.871  3.898
H  0.037  -1.107  -2.591
H  0.067  0.568  -2.089
H  -1.407  -0.236  -4.143
H  -2.612  -0.487  -2.883
H  -2.396  1.724  -2.401
H  2.806  3.694  0.044
H  1.716  2.626  -0.802
H  1.452  5.512  -0.169
H  -0.029  4.620  0.144
H  0.141  3.672  -2.204
H  1.535  4.734  -2.463
H  3.031  3.633  2.350
H  2.418  2.722  4.541
H  0.390  1.314  4.783

Cartesian forces (eV/Å) of the 3 atoms listed first:
0.0 0.1 0.1
-0.1 0.0 -0.1
0.2 -0.2 -0.2

Löwdin atomic charge list, values in e, 6 entries:
1 C -0.119
2 O -0.185
3 C -0.243
4 C -0.142
5 C -0.121
6 C -0.177

***

Record 4
Density functional theory data (wB97M-V/def2-TZVPD) for a single C24H27N3O4 molecule.

Values from the calculation:
M: 421.5 g mol⁻¹
largest force on an atom: 0.0167 hartree/bohr
LUMO level: 0.01783 Ha
charge: 0
gap between HOMO and LUMO: 8.447 eV
SMILES: COc1cc2c(cc1OC)[C@@H](C)N(C(=O)C1=NN(c3cccc(C)c3)C(=O)CC1)CC2

Positions of all 58 atoms, in Å:
C  -4.454  -3.588  0.149
O  -4.917  -2.294  -0.140
C  -4.044  -1.255  -0.019
C  -2.728  -1.359  0.383
C  -1.904  -0.238  0.482
C  -2.413  1.010  0.168
C  -3.740  1.124  -0.247
C  -4.563  0.020  -0.344
O  -5.866  0.042  -0.738
C  -6.439  1.279  -1.080
C  -1.582  2.269  0.257
C  -2.077  3.193  1.377
N  -0.173  1.950  0.435
C  0.721  2.538  -0.383
O  0.403  3.420  -1.171
C  2.156  2.126  -0.341
N  2.482  0.926  -0.065
N  3.771  0.510  -0.149
C  3.912  -0.901  -0.085
C  4.984  -1.497  0.562
C  5.054  -2.879  0.613
C  4.063  -3.658  0.046
C  2.981  -3.067  -0.597
C  1.911  -3.915  -1.216
C  2.920  -1.685  -0.663
C  4.846  1.363  -0.277
O  5.975  0.968  -0.449
C  4.489  2.830  -0.126
C  3.158  3.146  -0.797
C  0.077  0.925  1.418
C  -0.471  -0.403  0.905
H  -3.632  -3.881  -0.512
H  -5.304  -4.248  -0.021
H  -4.131  -3.679  1.192
H  -2.307  -2.321  0.630
H  -4.113  2.102  -0.505
H  -7.468  1.059  -1.359
H  -5.925  1.741  -1.929
H  -6.436  1.973  -0.233
H  -1.651  2.817  -0.691
H  -3.093  3.517  1.170
H  -1.438  4.070  1.435
H  -2.072  2.684  2.338
H  5.757  -0.896  1.011
H  5.889  -3.348  1.111
H  4.127  -4.735  0.098
H  1.083  -3.304  -1.568
H  1.534  -4.638  -0.494
H  2.314  -4.470  -2.062
H  2.099  -1.198  -1.168
H  4.423  3.035  0.949
H  5.304  3.426  -0.534
H  3.248  3.077  -1.887
H  2.813  4.153  -0.564
H  1.143  0.848  1.620
H  -0.445  1.203  2.340
H  -0.384  -1.169  1.676
H  0.130  -0.721  0.049

Cartesian forces (eV/Å) of the 3 atoms listed first:
0.1 -0.2 0.1
0.0 0.4 -0.1
-0.1 0.0 0.0

Löwdin atomic charge list, values in e, 6 entries:
1 C -0.086
2 O -0.064
3 C -0.194
4 C 0.034
5 C -0.163
6 C -0.124